14
Properties=species:S:1:pos:R:3:forces:R:3:mulliken_charge:R:1 method="wB97M-V/def2-TZVPD" e_homo_ev=-14.53 e_tot_ev=-6796.63640 gap_ev=9.04 lumo_ev=-5.49 de_lowest_kcal_mol=33.48 charge=+1 smiles="C=C1C=[NH+]CC1"
C 1.65747 0.45973 -1.34282 0.8 -2.8 1.9 -0.825
C 0.63562 0.11084 -0.51418 0.4 0.9 -1.7 0.622
C 0.64962 -0.99152 0.36481 -1.5 2.1 1.3 -0.453
N -0.31129 -0.93304 1.22864 -1.2 -0.6 -0.8 -0.054
C -1.44770 -0.07694 0.75348 0.9 0.9 -0.8 -0.473
C -0.67133 0.87079 -0.25657 0.2 2.3 -0.6 -0.436
H 1.55365 1.20975 -2.04491 -0.2 1.8 -1.1 0.326
H 2.68862 -0.03676 -1.32446 -1.8 0.4 0.0 0.247
H 1.29398 -1.76370 0.42514 2.6 -2.2 0.1 0.535
H -0.42811 -1.62935 1.95844 -0.1 0.0 -0.2 0.266
H -1.90872 0.39543 1.60624 -0.1 0.3 0.0 0.322
H -2.19016 -0.69227 0.21474 0.4 0.1 0.4 0.276
H -0.32136 1.92872 0.19188 -1.2 -2.4 -0.6 0.268
H -1.20030 1.14831 -1.26044 0.6 -0.8 2.0 0.380



15
Properties=species:S:1:pos:R:3:forces:R:3:mulliken_charge:R:1 method="wB97M-V/def2-TZVPD" e_homo_ev=-9.79 e_tot_ev=-9405.65851 gap_ev=9.81 lumo_ev=0.02 de_lowest_kcal_mol=96.25 smiles=C#C[C@H](O)CCO
C -2.75968 -0.33610 -0.31187 -0.6 0.6 0.5 -0.031
C -1.79761 0.17217 0.23093 -0.5 -0.8 -0.8 -0.681
C -0.49558 -0.55295 -0.05008 0.4 -0.3 -0.4 0.509
O 0.01811 -1.14643 1.12722 0.1 0.1 0.4 -0.504
C 0.55209 0.24073 -0.79444 0.2 0.0 0.0 -0.752
C 1.40512 1.13589 0.08431 -0.1 0.3 -0.2 -0.472
O 2.28861 0.38901 0.88868 0.0 -0.1 0.2 -0.565
H -3.43043 -0.99219 -0.81167 -0.7 0.4 0.0 0.367
H -0.82336 -1.33404 -0.74741 0.7 -0.2 0.3 0.141
H -0.69788 -1.19250 1.77267 0.2 -0.1 -0.1 0.366
H 1.19420 -0.49569 -1.28956 0.1 0.2 0.0 0.316
H 0.03512 0.81297 -1.57499 0.1 -0.1 0.1 0.357
H 2.02013 1.77821 -0.55242 0.0 0.0 0.1 0.316
H 0.75279 1.79038 0.68757 0.1 -0.1 0.0 0.261
H 1.73837 -0.26947 1.34108 0.2 0.1 0.0 0.372



115
Properties=species:S:1:pos:R:3:forces:R:3:mulliken_charge:R:1 method="wB97M-V/def2-TZVPD" e_homo_ev=-10.11 e_tot_ev=-141825.97488 gap_ev=7.72 lumo_ev=-2.39 de_lowest_kcal_mol=0.00 charge=+1
Sn -0.42051 0.26519 0.61622 0.1 0.2 0.9 3.147
C 3.10687 1.12449 1.09272 0.7 -0.1 -0.3 -1.420
C 2.11378 2.16778 1.39927 0.5 0.2 1.0 0.744
C 2.41071 3.30138 2.16679 2.2 -0.1 0.0 -1.393
C 1.23217 3.90761 2.37345 -1.3 1.0 0.7 1.154
C 1.05345 5.13206 3.21061 -0.5 -1.4 0.6 -1.600
N 0.26821 3.23858 1.73448 -0.5 -0.9 -0.6 0.108
N 0.80399 2.13680 1.10214 0.9 0.3 1.2 0.456
B -1.20394 3.54918 1.54380 -0.8 0.4 -0.6 -1.712
N -1.55606 3.44085 -0.01931 0.3 -0.1 2.0 0.195
N -1.31518 2.25474 -0.66809 0.4 0.6 0.6 1.402
C -1.64839 2.44736 -1.93582 -1.8 1.0 0.2 0.234
C -1.74766 1.38489 -2.96283 1.1 -0.4 -1.4 -1.025
C -2.24028 3.73067 -2.05296 0.1 0.7 -0.4 -1.261
C -2.16176 4.35673 -0.79142 0.6 -1.8 -1.3 0.752
C -2.55275 5.70467 -0.34485 -0.1 1.6 0.7 -1.579
N -2.11071 2.51956 2.23636 -0.8 0.9 1.6 0.101
N -1.95216 1.20502 1.99389 -0.6 -1.5 1.9 0.820
C -2.56427 0.52546 3.03970 1.0 0.6 -1.2 0.394
C -2.62805 -0.96380 3.16894 -1.9 0.2 -0.8 -0.774
C -3.12345 1.45713 3.89948 -0.1 -0.6 1.0 -1.251
C -2.85084 2.69637 3.39462 0.6 0.7 -1.0 0.843
C -3.45301 3.98868 3.91563 -0.5 -0.9 -0.1 -1.658
H 3.29522 0.34475 1.85954 -0.4 0.7 -0.3 0.130
H 2.83891 0.65952 0.17979 -0.3 -1.0 -0.7 0.217
H 4.03799 1.62254 0.82790 0.3 0.0 0.4 0.465
H 3.37244 3.76193 2.54913 -1.2 -1.3 -0.6 0.349
H 0.80893 5.91218 2.55866 -0.5 1.6 -0.8 0.311
H 0.24573 5.00933 3.96096 0.6 0.1 -0.4 0.256
H 2.00357 5.34279 3.68537 0.0 0.1 0.2 0.446
H -1.38486 4.62946 2.05699 -0.2 -0.2 -0.5 -0.212
H -2.52795 0.65439 -2.71792 0.1 0.2 -0.2 0.095
H -1.91946 1.88068 -3.94136 -0.4 -0.4 0.6 0.516
H -0.81355 0.80873 -3.17573 -0.6 0.4 0.6 -0.057
H -2.65326 4.17722 -2.96599 0.2 -0.3 0.5 0.492
H -2.65905 5.88022 0.73204 0.1 -0.8 -0.1 0.257
H -1.82150 6.48398 -0.61185 -0.1 -0.4 -0.3 0.292
H -3.51362 6.04348 -0.72861 0.0 -0.3 -0.5 0.402
H -2.99482 -1.22010 4.18893 1.0 0.0 -0.6 0.472
H -3.50149 -1.28346 2.52016 1.0 0.1 0.4 0.257
H -1.72665 -1.44978 2.78137 -0.3 -0.1 0.6 -0.380
H -3.56165 1.26814 4.89071 0.0 0.0 -0.9 0.413
H -4.41264 4.08369 3.38608 0.2 0.2 0.2 0.313
H -3.69881 3.91363 4.99720 0.4 -0.1 -0.7 0.402
H -2.87981 4.87501 3.71955 0.4 0.3 0.0 0.303
C 1.29268 -4.87508 -2.42101 -0.5 0.4 -0.7 -0.966
C 0.59404 -5.88445 -1.51665 0.2 0.7 -0.1 1.199
C 0.16206 -7.12183 -1.95339 0.3 -0.7 -2.3 -0.646
C -0.37527 -8.07440 -1.10692 0.0 -0.8 0.0 -0.729
C -0.48667 -7.79705 0.26037 -0.1 1.3 0.0 -0.614
C -0.16681 -6.52123 0.75219 1.0 0.2 -1.0 -0.752
C 0.40973 -5.59823 -0.17751 -0.7 0.5 1.5 -0.115
N 0.84937 -4.30500 0.28636 0.7 -1.5 0.9 0.589
C 0.31604 -3.07484 0.07143 1.1 -0.4 0.7 -0.714
N -0.76723 -3.09091 -0.74889 -0.9 2.3 -0.2 0.623
C -1.87274 -2.16436 -0.88386 -0.3 -1.1 0.1 -0.361
C -1.99533 -0.95035 -0.21062 0.2 0.4 -0.2 0.601
C -3.21565 -0.23370 -0.28942 0.3 -1.1 -0.2 -0.759
C -4.28919 -0.77184 -0.96423 -0.3 0.8 -1.2 -0.972
C -4.12803 -1.95511 -1.71130 0.1 0.7 0.0 -0.801
C -2.96453 -2.66169 -1.71341 2.1 0.4 1.2 1.080
C -2.78253 -3.89998 -2.55384 0.6 0.3 0.5 -1.568
N 0.92662 -2.03944 0.59101 -1.5 -0.1 0.3 0.991
C 2.00327 -2.40959 1.48858 -0.1 0.2 0.1 -1.617
C 3.25612 -2.32364 0.91264 1.2 -0.3 1.0 0.211
C 4.39587 -2.64594 1.68357 -0.4 0.5 -1.0 -0.921
C 4.27315 -3.08428 2.96582 1.4 -0.3 0.0 -0.885
C 3.03044 -3.28657 3.47058 -0.4 0.2 -0.2 -0.946
C 1.88246 -2.95486 2.83333 -1.5 1.1 -1.7 1.451
C 0.56068 -3.13546 3.54740 -0.9 -0.1 -0.5 -0.668
H 1.69194 -5.38975 -3.30723 0.0 0.2 0.3 0.585
H 2.09370 -4.33262 -1.90079 -0.1 -0.4 -0.1 0.146
H 0.62796 -4.04823 -2.81987 0.4 -1.0 0.5 0.083
H 0.31714 -7.35278 -3.05763 -0.3 0.1 1.6 0.313
H -0.65055 -9.07515 -1.52104 0.2 1.0 0.5 0.364
H -0.88460 -8.50195 0.95408 -0.2 -0.6 0.2 0.444
H -0.21414 -6.26064 1.83328 -0.1 -0.2 -1.0 0.399
H 1.64367 -4.31903 0.95157 -0.9 0.0 -0.8 -0.058
H -1.01659 -4.00487 -1.02843 -0.2 -1.0 -0.3 -0.077
H -3.27914 0.74713 0.14731 -0.1 0.1 0.1 0.200
H -5.14040 -0.09858 -1.19202 0.3 -0.8 0.5 0.361
H -4.83728 -2.28466 -2.44285 -0.8 0.0 0.0 0.384
H -3.58641 -3.93553 -3.26455 -0.1 -0.1 -0.6 0.485
H -2.89700 -4.78509 -1.93188 0.1 -0.3 0.1 0.332
H -1.78312 -3.94365 -3.04337 -0.8 0.1 0.1 0.209
H 3.41313 -2.03163 -0.12240 -0.4 0.1 0.1 0.438
H 5.36227 -2.56823 1.24108 0.6 0.1 -0.3 0.463
H 5.13326 -3.33995 3.58241 -0.1 0.1 -0.3 0.407
H 2.92035 -3.74947 4.38278 -0.1 -0.8 2.2 0.615
H 0.03894 -2.19084 3.71379 0.2 -0.1 -0.2 -0.198
H 0.57771 -3.59206 4.53431 0.7 -0.2 0.0 0.572
H -0.13780 -3.75655 2.96624 0.1 0.1 -0.1 -0.085
N 3.69590 7.12583 -6.14582 -0.2 -0.3 0.0 -0.464
C 3.34802 6.16454 -5.61839 0.5 0.3 0.4 -0.179
C 2.98110 4.99780 -4.86680 -1.5 -0.7 0.0 0.532
C 1.70341 4.89559 -4.29691 0.8 0.5 0.9 -0.934
C 1.34877 3.74576 -3.57230 0.1 1.5 -0.9 0.290
C 2.19645 2.65479 -3.55899 -1.0 1.0 0.2 0.195
C 3.41236 2.74351 -4.17107 1.4 -2.5 0.6 -0.737
C 3.80841 3.89488 -4.75922 1.6 1.5 -1.2 -0.582
N 1.79746 1.53508 -2.79889 -0.5 -0.4 0.8 0.662
C 1.63298 0.23868 -3.18903 0.9 -1.5 -2.0 -0.806
C 1.14910 -0.47742 -2.15886 -1.7 -0.1 0.7 -0.615
N 0.85199 0.41891 -1.15359 1.1 0.7 -0.2 1.226
C 1.29850 1.60382 -1.55969 -0.5 -0.4 0.7 -1.514
H 1.15375 5.83633 -4.22249 -0.4 -0.6 -0.2 0.390
H 0.42386 3.80616 -3.03782 -0.5 -0.5 0.3 0.408
H 4.09201 1.85996 -4.08714 -0.5 1.0 -0.2 0.397
H 4.81726 4.06511 -5.13786 -0.2 -0.6 0.0 0.430
H 1.80503 -0.10657 -4.20973 0.2 0.3 0.5 0.443
H 0.70753 -1.46945 -2.05870 0.7 0.2 -0.5 -0.065
H 1.24529 2.43395 -0.87924 0.2 0.5 -0.6 1.052
Se 1.04699 0.76891 5.22156 0.0 -0.1 -0.3 -0.118
C 0.72697 0.19224 3.59637 -0.5 -0.3 -1.2 0.320
N 0.46136 -0.22414 2.51190 0.2 0.9 1.0 -0.837



41
Properties=species:S:1:pos:R:3:forces:R:3:mulliken_charge:R:1 method="wB97M-V/def2-TZVPD" e_homo_ev="-2.95 / -3.82" e_tot_ev=-51265.80154 gap_ev="5.87 / 5.90" lumo_ev="2.93 / 2.08" de_lowest_kcal_mol=0.00 charge=-1 multiplicity=4
C 0.63306 -2.09312 0.87034 -0.1 -1.4 -1.0 -0.408
C -0.55919 -2.56244 0.22215 1.3 -0.3 -0.4 -0.884
C -0.39026 -2.43148 -1.18713 1.5 -0.1 0.6 -0.331
H -1.43227 -2.99805 0.70172 0.2 0.3 0.0 0.386
C 0.95100 -1.89142 -1.41657 -1.0 -0.6 0.5 -0.483
C 1.52726 -1.62959 -0.12514 -0.1 -1.0 -0.2 -0.902
H 2.56032 -1.30923 0.04523 -0.5 0.0 -0.1 0.419
H 0.88634 -2.22112 1.91713 -0.3 0.5 -0.1 0.618
H -1.06296 -2.83625 -1.95476 0.3 0.5 0.5 0.572
H 1.47441 -1.89046 -2.37341 -0.2 0.4 0.4 0.439
C -0.76072 2.26049 -0.95838 1.4 0.7 1.4 -0.763
C -0.40452 2.13366 0.42519 0.9 1.3 -1.5 -0.586
C 0.96955 1.74417 0.51128 -0.7 0.8 -0.7 -0.269
H -1.05694 2.39200 1.24299 0.0 -0.3 0.0 0.504
C 1.48102 1.65411 -0.82070 -1.0 0.5 -0.2 -0.956
C 0.42353 2.00082 -1.72632 0.8 1.0 0.7 -0.183
H 0.54262 2.15619 -2.80023 -0.1 -0.5 0.4 0.573
H -1.76642 2.47932 -1.30657 0.4 -0.1 -0.1 0.441
H 1.53538 1.66752 1.42322 0.0 -0.4 0.1 0.452
H 2.49777 1.37930 -1.08175 -0.2 0.1 -0.1 0.403
V -0.16872 -0.04149 -0.65216 1.2 0.2 1.6 1.133
O -1.12918 0.19144 -2.13057 -3.7 -0.8 -4.3 -0.536
C -1.80839 -0.44935 -3.28231 0.8 -0.2 2.2 -1.108
C -0.70011 -0.94910 -4.07827 1.1 -0.5 0.1 -0.080
H -2.34415 -1.30709 -2.85309 -0.5 0.3 -0.4 0.342
H -2.47024 0.20696 -3.91175 0.5 -0.2 1.1 0.425
H -0.10690 -1.79843 -3.70580 -0.7 0.2 -0.4 0.199
H 1.12113 -1.80450 -5.71380 -0.1 0.2 -0.5 0.359
C 0.75605 -0.81705 -6.00243 -0.5 0.8 -0.3 -0.623
C -0.11126 -0.17024 -5.07484 0.4 0.0 -0.4 0.851
C -0.44760 1.19766 -5.26503 -0.4 -0.3 -0.3 -0.306
H -0.95989 1.72056 -4.45437 0.1 -0.1 -0.4 0.370
C -0.20717 1.80012 -6.48637 0.2 -0.2 0.0 -0.756
H -0.56089 2.82163 -6.63304 0.2 -0.2 -0.2 0.350
C 0.44280 1.08200 -7.50539 0.0 -0.1 0.1 -0.378
H 0.55584 1.54765 -8.49186 0.1 -0.3 0.4 0.327
C 0.95342 -0.21331 -7.23924 0.1 0.2 0.0 -0.477
H 1.47897 -0.75721 -8.02996 -0.1 0.3 0.3 0.342
O -0.61698 -0.08135 3.61565 0.0 0.0 0.1 -0.711
C -0.78424 -0.09271 2.42953 -0.5 0.1 -3.0 0.793
N -0.94146 -0.09041 1.23051 -0.8 -0.5 3.7 -0.559



11
Properties=species:S:1:pos:R:3:forces:R:3:mulliken_charge:R:1 method="wB97M-V/def2-TZVPD" e_homo_ev=-10.06 e_tot_ev=-7661.07931 gap_ev=10.32 lumo_ev=0.26 de_lowest_kcal_mol=31.74
H 2.19051 1.59011 -0.35438 0.0 0.1 -0.2 0.277
N 1.37035 1.34293 -0.91215 -0.1 -0.3 0.2 -0.540
C 0.73685 0.41692 -0.32053 0.3 0.2 -0.2 0.295
C 1.28546 -0.06870 0.96265 0.5 -0.1 0.7 0.254
N 1.90896 -0.34997 1.89584 -0.7 0.1 -0.7 -0.364
N -0.41503 -0.16799 -0.84941 0.1 0.0 0.1 -0.277
C -1.49269 -0.42155 0.09182 -0.1 0.0 0.2 -0.812
H -0.22477 -0.91073 -1.50807 0.0 0.2 0.0 0.284
H -1.13780 -0.87340 1.02968 -0.1 0.0 -0.1 0.333
H -2.23272 -1.08447 -0.36178 0.2 0.1 0.1 0.312
H -1.98914 0.52685 0.32634 0.0 -0.2 0.0 0.239



58
Properties=species:S:1:pos:R:3:forces:R:3:mulliken_charge:R:1 method="wB97M-V/def2-TZVPD" e_homo_ev=-9.23 e_tot_ev=-34451.71436 gap_ev=9.64 lumo_ev=0.42 de_lowest_kcal_mol=0.05 smiles="CCOC(=O)CNC(=O)[C@@H]1CCCN(C(=O)[C@@H](O)[C@@H](OC)C(C)C)CC1"
C -0.07983 -7.77166 -1.27231 0.0 0.0 0.0 -1.186
C -0.54643 -7.16938 -2.57361 0.0 0.0 0.0 -0.225
O -0.89658 -5.79201 -2.31230 0.0 0.0 0.0 -0.275
C -1.32663 -5.09619 -3.37441 0.0 0.0 0.0 0.345
O -1.44007 -5.55496 -4.47768 0.0 0.0 0.0 -0.590
C -1.69737 -3.67038 -3.03221 0.0 0.0 0.0 -0.450
N -1.34799 -3.27241 -1.69095 0.0 0.0 0.0 -0.171
C -0.78702 -2.06298 -1.42869 0.0 0.0 0.0 -0.331
O -0.62313 -1.22547 -2.30318 0.0 0.0 0.0 -0.661
C -0.40632 -1.82381 0.02161 0.0 0.0 0.0 1.187
C -1.38326 -0.84907 0.71098 0.0 0.0 0.0 -1.436
C -1.76739 0.43513 -0.02687 0.0 0.0 0.0 -0.759
C -0.59229 1.30841 -0.50319 0.0 0.0 0.0 -0.820
N 0.66928 1.03289 0.17496 0.0 0.0 0.0 0.197
C 0.96200 1.46817 1.41858 0.0 0.0 0.0 0.752
O 1.89025 1.00786 2.07785 0.0 0.0 0.0 -0.732
C 0.12964 2.59887 2.02973 0.1 0.1 0.0 -0.181
O 0.35127 2.60727 3.41557 -0.1 -0.1 0.0 -0.650
C 0.50903 3.94153 1.36626 0.0 0.0 0.0 0.014
O -0.45240 4.94274 1.65292 0.0 0.0 0.0 -0.428
C -1.60632 4.87041 0.85286 0.0 0.0 0.0 -0.718
C 1.89540 4.45715 1.77435 0.0 0.0 0.0 0.531
C 1.87776 5.26834 3.06938 0.0 0.0 0.0 -1.512
C 2.48427 5.29517 0.64044 0.0 0.0 0.0 -1.589
C 1.47420 -0.05702 -0.37332 0.0 0.0 0.0 -1.147
C 1.07082 -1.42386 0.16832 0.0 0.0 0.0 -1.438
H 0.19764 -8.81381 -1.42982 0.0 0.0 0.0 0.385
H 0.79031 -7.24011 -0.88769 0.0 0.0 0.0 0.303
H -0.86935 -7.73818 -0.52170 0.0 0.0 0.0 0.305
H 0.22940 -7.18753 -3.33843 0.0 0.0 0.0 0.327
H -1.42260 -7.67838 -2.97471 0.0 0.0 0.0 0.324
H -1.19146 -3.00807 -3.73328 0.0 0.0 0.0 0.370
H -2.76982 -3.57220 -3.22329 0.0 0.0 0.0 0.295
H -1.38148 -3.96713 -0.96559 0.0 0.0 0.0 0.360
H -0.50817 -2.77549 0.55249 0.0 0.0 0.0 0.800
H -2.30974 -1.38671 0.92835 0.0 0.0 0.0 0.519
H -0.94905 -0.59590 1.68289 0.0 0.0 0.0 0.296
H -2.37916 0.19361 -0.89769 0.0 0.0 0.0 0.479
H -2.40681 1.00855 0.65025 0.0 0.0 0.0 0.375
H -0.41500 1.12091 -1.55946 0.0 0.0 0.0 0.688
H -0.84596 2.36157 -0.40321 0.0 0.0 0.0 0.171
H -0.93331 2.40947 1.85184 0.0 0.0 0.0 0.013
H 1.09374 1.99387 3.55409 0.1 0.1 0.0 0.480
H 0.52405 3.77695 0.27885 0.0 0.0 0.0 0.591
H -2.24865 5.70221 1.13462 0.0 0.0 0.0 0.343
H -1.35637 4.95610 -0.21233 0.0 0.0 0.0 0.294
H -2.16668 3.93958 1.00541 0.0 0.0 0.0 0.228
H 2.52979 3.57749 1.92360 0.0 0.0 0.0 0.197
H 1.32139 6.19519 2.92815 0.0 0.0 0.0 0.309
H 1.41820 4.71608 3.88476 0.0 0.0 0.0 0.341
H 2.90072 5.52630 3.35007 0.0 0.0 0.0 0.440
H 1.82791 6.13968 0.41615 0.0 0.0 0.0 0.276
H 3.45947 5.69675 0.92020 0.0 0.0 0.0 0.453
H 2.61016 4.70779 -0.27173 0.0 0.0 0.0 0.372
H 1.36821 -0.02508 -1.45569 0.0 0.0 0.0 0.579
H 2.51496 0.12828 -0.11333 0.0 0.0 0.0 0.456
H 1.30910 -1.44622 1.23411 0.0 0.0 0.0 0.462
H 1.69769 -2.18034 -0.31297 0.0 0.0 0.0 0.440



Please write out number 5 again, unchanged.
11
Properties=species:S:1:pos:R:3:forces:R:3:mulliken_charge:R:1 method="wB97M-V/def2-TZVPD" e_homo_ev=-10.06 e_tot_ev=-7661.07931 gap_ev=10.32 lumo_ev=0.26 de_lowest_kcal_mol=31.74
H 2.19051 1.59011 -0.35438 0.0 0.1 -0.2 0.277
N 1.37035 1.34293 -0.91215 -0.1 -0.3 0.2 -0.540
C 0.73685 0.41692 -0.32053 0.3 0.2 -0.2 0.295
C 1.28546 -0.06870 0.96265 0.5 -0.1 0.7 0.254
N 1.90896 -0.34997 1.89584 -0.7 0.1 -0.7 -0.364
N -0.41503 -0.16799 -0.84941 0.1 0.0 0.1 -0.277
C -1.49269 -0.42155 0.09182 -0.1 0.0 0.2 -0.812
H -0.22477 -0.91073 -1.50807 0.0 0.2 0.0 0.284
H -1.13780 -0.87340 1.02968 -0.1 0.0 -0.1 0.333
H -2.23272 -1.08447 -0.36178 0.2 0.1 0.1 0.312
H -1.98914 0.52685 0.32634 0.0 -0.2 0.0 0.239